Record 1
Computed, not measured: C16H19BN6TeZn as an isolated structure in a non-equilibrium geometry, with ωB97M-V/def2-TZVPD.

LUMO energy (spin up / spin down), eV: -1.819 / -1.819
Gap between HOMO and LUMO (spin up / spin down), eV: 5.76 / 5.76
Total charge: 0

Structure (XYZ):
```
44
Properties=species:S:1:pos:R:3:forces:R:3:lowdin_charge:R:1
H 1.660410 -2.351648 1.424138 0.1 0.1 -0.5 0.08
N 1.618673 -1.632640 -0.610571 0.7 0.1 1.1 -0.07
B 2.401616 -0.914476 -3.008523 0.1 1.1 0.6 -0.49
N 2.578710 -1.564601 -1.603212 -1.0 -1.3 0.6 -0.01
C 3.661088 -2.255987 -1.207828 -0.6 0.4 0.4 -0.06
Zn -0.439625 -1.728847 -0.570205 0.7 1.8 -0.2 0.70
H 4.461981 -2.462515 -1.908955 0.0 0.3 0.3 0.13
C 3.466223 -2.650961 0.106353 0.3 -0.3 0.4 -0.06
H 4.167849 -3.188962 0.716479 0.0 -0.1 0.1 0.09
C 2.186871 -2.231610 0.472221 0.4 0.1 -1.5 -0.14
H 3.195033 -1.388409 -3.766732 0.0 -0.2 -0.1 0.11
C -1.948961 2.698688 2.202615 -0.3 -0.1 -0.7 -0.04
H -2.869305 3.285948 2.062055 0.5 0.1 -0.1 0.03
H -2.215266 1.661980 1.954047 0.3 0.3 0.3 -0.02
H -1.112319 3.016151 1.559076 -0.6 0.0 0.1 0.02
N 2.696026 0.631039 -2.879797 -1.5 0.5 0.3 -0.05
N 0.945569 -1.231138 -3.462608 -0.8 -1.0 0.4 -0.01
N 1.810274 1.285974 -2.066731 -0.1 -0.8 0.8 0.03
N -0.194950 -1.273928 -2.670821 -0.7 0.5 -0.8 -0.05
C 3.594838 1.526855 -3.368383 -0.4 0.6 0.5 -0.10
C 0.632273 -1.627442 -4.713723 -0.5 0.4 0.8 -0.06
H 4.350309 1.246825 -4.092029 -0.1 0.0 0.2 0.11
H 1.430324 -1.816464 -5.422409 -0.3 0.3 0.0 0.13
C 3.302967 2.769110 -2.786929 0.2 -0.9 -0.1 -0.09
C -0.744958 -1.790324 -4.788132 -0.1 -0.1 -0.1 -0.06
C 2.188207 2.545699 -1.948319 0.8 -0.7 -1.0 -0.17
C -1.236279 -1.523800 -3.503342 1.4 -0.4 -0.1 -0.14
H 3.840511 3.685016 -2.890011 0.3 0.3 -0.2 0.07
H -1.296795 -2.135801 -5.644625 -0.1 0.1 0.0 0.09
H 1.711615 3.231203 -1.261578 -0.2 -0.1 -0.2 0.10
H -2.259310 -1.564766 -3.135383 0.4 0.0 0.0 0.11
H -1.631991 2.805185 3.224894 0.0 -0.2 0.5 0.00
Te -1.431486 -1.490161 2.316781 1.2 -1.3 -0.3 0.63
C -2.631435 -0.469118 3.751509 -1.5 0.9 0.1 -0.69
C -2.059647 0.145366 4.899040 -0.2 0.0 -1.2 -0.16
C -2.780481 1.116645 5.613539 0.0 -0.6 -0.2 -0.10
C -4.100268 1.419030 5.250113 0.3 -0.2 -0.2 -0.10
C -4.729542 0.681332 4.233592 0.3 -0.1 0.2 -0.09
C -4.022243 -0.299059 3.510392 0.8 0.7 0.2 -0.16
H -1.020957 -0.097862 5.120987 -0.2 0.3 0.1 0.09
H -2.296906 1.643448 6.443294 -0.2 -0.2 -0.3 0.10
H -4.615319 2.240768 5.759094 0.1 -0.4 -0.2 0.10
H -5.770697 0.913086 3.992589 0.3 -0.2 0.0 0.10
H -4.492626 -0.858831 2.698039 0.1 0.3 0.3 0.08
```
Forces are in eV/Å.

=====

Record 2
Computed, not measured: C16H19Br2MnN5O2STe as an isolated structure in a non-equilibrium geometry, with ωB97M-V/def2-TZVPD.

Spin multiplicity: 4
LUMO energy (spin up / spin down), eV: -15.632 / -13.879
Gap between HOMO and LUMO (spin up / spin down), eV: 4.26 / 5.98
Total charge: +4
⟨S²⟩: 4.19

Structure (XYZ):
```
47
Properties=species:S:1:pos:R:3:forces:R:3:lowdin_charge:R:1
Mn -0.157970 0.061481 -0.061666 -0.8 3.3 -0.1 1.11
Br -5.116370 3.827611 2.294783 0.6 -0.4 -0.3 0.98
C -3.652078 2.846925 1.662828 -0.5 0.3 0.3 -0.61
C -2.672416 2.382665 2.543096 0.0 0.0 -0.1 -0.03
C -1.638592 1.628623 2.039076 0.2 -0.1 0.3 -0.06
N -1.529269 1.317620 0.733178 0.0 -0.4 0.0 0.00
C -2.465544 1.790938 -0.132240 0.0 0.0 0.0 -0.17
C -3.526709 2.552272 0.300485 0.1 0.0 -0.1 0.00
C -2.240774 1.373475 -1.526443 -0.1 0.1 0.2 -0.16
C -2.985445 1.794225 -2.604713 0.1 -0.1 0.0 0.01
C -2.727123 1.257514 -3.871589 -0.4 0.2 -0.5 -0.61
Br -3.749332 1.775852 -5.347584 0.4 -0.2 0.6 0.99
C -1.699847 0.318099 -4.007019 0.0 0.0 0.1 -0.04
C -0.967983 -0.027027 -2.898020 0.2 -0.2 -0.2 -0.06
N -1.218343 0.484707 -1.675587 0.2 -0.1 0.3 0.00
H -2.725861 2.598632 3.601298 0.0 0.0 0.0 0.14
H -0.868588 1.253927 2.702753 0.0 0.0 0.0 0.13
H -4.267959 2.920234 -0.394878 0.0 0.0 0.0 0.13
H -3.765618 2.532186 -2.482430 0.0 0.0 0.0 0.13
H -1.476905 -0.132073 -4.964503 0.0 0.0 0.0 0.14
H -0.160913 -0.744323 -2.983927 0.0 0.0 0.0 0.13
C -0.035143 -5.747007 0.000938 -0.1 0.2 0.1 -0.25
Te 1.387429 -4.197439 -0.221144 0.1 -0.6 0.0 1.90
C 2.019262 -4.752650 -2.161694 -0.1 0.1 0.0 -0.25
H 0.558968 -6.662446 0.095048 0.1 0.0 0.0 0.06
H -0.667405 -5.787692 -0.885070 0.0 0.0 0.0 0.06
H -0.608263 -5.588997 0.912462 0.0 0.1 0.0 0.05
H 1.138623 -4.914380 -2.782496 0.0 0.0 0.1 0.06
H 2.577832 -5.685719 -2.040530 0.0 0.0 0.1 0.06
H 2.673370 -3.983445 -2.566380 0.0 0.0 0.1 0.05
C 3.291169 0.793205 4.231181 -0.1 0.2 0.1 -0.07
C 2.989741 -0.090032 3.011144 0.3 0.0 0.3 -0.21
C 2.536191 0.704200 1.845180 0.0 0.1 0.0 -0.50
N 1.481118 0.490887 1.126442 -0.4 -0.1 0.0 -0.06
N 1.285224 1.368576 0.102007 0.3 0.2 -0.5 -0.09
C 2.219189 2.316121 0.018428 0.0 -0.1 0.1 -0.57
N 2.260662 3.280215 -0.875457 0.0 -0.1 0.0 0.20
S 3.402662 2.116858 1.287165 -0.2 -0.1 0.0 1.27
H 3.562331 0.168301 5.078644 0.0 0.0 0.0 0.10
H 2.428203 1.397127 4.512759 0.0 -0.1 0.0 0.09
H 4.128817 1.469515 4.050244 0.0 -0.1 0.0 0.08
H 2.239546 -0.843787 3.252750 -0.1 0.0 -0.1 0.13
H 3.912371 -0.612918 2.737754 -0.1 0.0 -0.1 0.14
H 1.581322 3.337316 -1.619045 0.0 0.1 0.0 0.15
H 3.007876 3.961733 -0.875559 0.0 0.0 0.0 0.15
O 0.108005 -1.607961 -0.221896 0.7 -2.9 -0.1 -0.32
O 0.134539 -2.743143 -0.939770 -0.4 0.6 -0.3 -0.40
```
Forces are in eV/Å.

=====

Record 3
Computed, not measured: C16H19BrN3O4Re as an isolated structure in a non-equilibrium geometry, with ωB97M-V/def2-TZVPD.

Spin multiplicity: 2
LUMO energy (spin up / spin down), eV: 2.805 / 2.805
Gap between HOMO and LUMO (spin up / spin down), eV: 6.90 / 6.26
Total charge: -1
⟨S²⟩: 1.02

Structure (XYZ):
```
44
Properties=species:S:1:pos:R:3:forces:R:3:lowdin_charge:R:1
Re -0.184708 -0.272731 0.657659 -2.9 -1.2 -1.0 1.48
Br 0.021140 -5.113628 -0.605805 0.1 0.1 0.1 0.70
C 1.169816 -4.321509 0.697600 0.0 -0.2 -0.1 -0.67
C 1.603707 -5.099252 1.757318 -0.1 -0.1 0.0 -0.15
C 2.439347 -4.523839 2.701305 0.0 -0.1 0.0 -0.09
C 2.810988 -3.194822 2.590751 0.1 0.1 0.0 -0.03
C 2.350108 -2.423576 1.532409 0.0 0.4 0.0 -0.12
C 1.534804 -2.995795 0.560435 0.0 -0.1 -0.1 -0.10
C 2.695864 -0.929334 1.518208 1.5 -1.6 0.3 -0.60
O 3.862352 -0.604241 1.699146 -0.5 0.1 -0.1 0.05
O 1.700688 -0.155978 1.408304 -1.4 1.3 -0.5 -0.19
H 1.282923 -6.129742 1.843144 0.0 0.0 0.0 0.09
H 2.792359 -5.118350 3.532901 0.0 0.0 0.1 0.10
H 3.456877 -2.741642 3.329949 0.0 0.0 0.0 0.12
H 1.211813 -2.430440 -0.305907 0.0 0.1 0.1 0.08
C -0.887407 -0.314819 2.728295 0.3 0.4 -0.3 -0.30
H -0.027162 -0.252448 3.404331 0.0 0.0 0.0 -0.03
H -1.474539 -1.183875 3.039952 0.1 -0.2 -0.2 -0.04
H -1.516763 0.556857 2.932200 0.0 0.1 0.0 -0.03
N -1.787118 -0.887161 0.101873 4.7 2.2 0.9 -0.16
C -2.933657 -1.498672 -0.058070 -2.6 -1.7 -0.2 -0.39
C -3.278239 -2.599295 0.776941 0.6 0.7 -0.3 -0.04
C -4.486391 -3.232094 0.646302 -0.4 -0.2 0.0 -0.12
C -5.407030 -2.829131 -0.314627 0.0 0.0 0.0 -0.13
C -5.081068 -1.773580 -1.157993 -0.4 -0.3 -0.1 -0.12
C -3.879394 -1.116950 -1.046143 0.8 0.1 0.5 -0.04
H -2.549039 -2.903360 1.514736 0.0 -0.1 0.0 0.10
H -4.724729 -4.059053 1.301741 0.0 -0.1 0.0 0.09
H -6.357677 -3.336487 -0.409868 0.0 0.0 0.0 0.09
H -5.785793 -1.467220 -1.923165 0.0 0.0 0.0 0.09
H -3.632545 -0.293850 -1.699919 0.1 0.1 -0.1 0.10
C 0.725174 -0.470691 -2.551589 -0.2 -0.1 -0.1 -0.28
O 1.036403 -0.253793 -1.230109 0.2 0.0 1.3 -0.51
H -0.128589 -1.151887 -2.679460 0.0 0.0 -0.1 0.06
H 1.592632 -0.907352 -3.079463 -0.2 0.0 0.0 0.07
H 0.469761 0.473219 -3.067859 -0.1 0.0 -0.1 0.06
N 0.148856 4.212014 -0.929284 -0.1 0.2 0.0 0.13
C 0.354431 2.868956 -0.633574 0.1 0.6 -0.1 -0.68
N 1.443875 2.300241 -1.140660 0.4 -0.5 -0.1 0.16
O -0.436329 2.297894 0.115295 -0.1 -0.6 0.4 -0.05
H 0.457415 4.550578 -1.825107 0.0 0.0 0.0 0.08
H -0.753967 4.549133 -0.635844 0.0 -0.1 0.0 0.09
H 2.052221 2.791372 -1.771436 -0.1 0.1 0.1 0.10
H 1.465127 1.230621 -1.094079 0.0 0.2 -0.3 0.04
```
Forces are in eV/Å.

=====

Which molar mass belongs to each record? In order, 499.17 687.77 583.46 g/mol.
Which energy relative to the best compared isomer or geometry (same formula, charge and spin) belongs to each record? In order, 1.335 0.000 0.000 eV.
Which DFT total energy belongs to each record? In order, -3021.80416 -8008.91932 -3738.67071 hartree.